52
Properties=species:S:1:pos:R:3 method="wB97M-V/def2-TZVPD" total_charge=-1 mol_weight_da=363.387 total_energy_ev=-35349.005 homo_energy_ev=-3.5 homo_lumo_gap_ev=5.78 largest_force_ev_per_a=6.83
O 0.64 4.62 -2.02
O 1.69 2.60 -1.92
O -2.14 -3.75 0.27
O -1.57 -3.48 -1.81
O -2.39 -5.50 -1.16
O 1.33 0.82 4.48
O 1.28 3.68 -3.88
O -0.21 -0.75 5.25
N 2.06 -0.81 2.05
N -1.35 -1.23 2.80
C 0.55 4.65 -0.59
C -1.44 -3.96 -3.15
C -2.76 -4.55 1.29
C -2.79 -4.03 -3.84
C 3.13 0.08 1.49
C -2.06 -4.36 -0.92
C -0.35 -0.08 2.72
C 0.32 3.51 3.18
C 1.88 4.97 0.05
C -0.50 2.62 2.64
C 0.70 -0.47 1.53
C -1.25 1.22 2.30
C 1.99 2.63 -4.55
C 0.33 0.04 4.18
C 1.24 3.53 -2.54
H 0.13 3.71 -0.22
H -2.67 -4.02 2.23
H 2.62 4.19 -0.16
H 0.67 0.40 0.78
H 1.78 5.07 1.13
H -3.45 -4.76 -3.36
H -0.92 -4.92 -3.17
H -3.30 -3.06 -3.79
H 1.87 2.78 -5.63
H 2.72 1.08 1.08
H -1.47 1.18 1.17
H 2.29 5.90 -0.36
H -3.82 -4.69 1.06
H 0.34 -1.41 0.92
H 3.82 0.37 2.39
H -0.81 -3.24 -3.68
H -0.17 5.44 -0.35
H 2.27 -1.81 1.91
H -0.89 -2.09 3.16
H 1.59 1.65 -4.28
H -2.26 -5.52 1.39
H 3.06 2.70 -4.31
H -2.25 1.14 2.90
H -1.72 -1.45 1.86
H -2.68 -4.32 -4.89
H 1.13 4.15 3.71
H 3.75 -0.47 0.68

***

50
Properties=species:S:1:pos:R:3 method="wB97M-V/def2-TZVPD" mol_weight_da=349.449 total_energy_ev=-40600.037 homo_energy_ev=-9.8 homo_lumo_gap_ev=10.07 relative_energy_kj_mol=0.0 largest_force_ev_per_a=2.22
S 0.86 4.48 -1.23
O 1.79 3.63 -0.21
O -0.42 4.54 -0.25
O 0.47 3.71 -2.35
O -3.48 0.42 -1.08
O 1.41 5.75 -1.51
O 0.66 1.64 -0.43
N 2.74 0.74 -1.35
C 1.40 -3.40 -0.07
C -0.97 -1.88 -1.18
C 1.05 -3.48 -1.57
C 1.03 -1.59 1.65
C 0.12 -2.38 -2.13
C 1.76 1.27 -1.03
C 1.60 2.14 1.75
C 0.81 0.91 2.31
C -2.27 -1.49 -1.90
C 1.64 -0.39 2.43
C -3.68 1.16 0.11
C -3.31 -0.97 -0.89
C 0.95 2.73 0.52
C 1.87 -2.02 0.42
C -0.25 3.61 0.81
H 0.04 4.22 1.67
H 0.58 -3.78 0.54
H -3.26 0.67 1.00
H 1.60 -0.67 3.49
H 0.71 -1.55 -2.52
H 1.76 -1.27 -0.36
H -1.17 3.11 1.13
H 0.64 -4.47 -1.77
H 0.50 1.21 3.32
H -0.60 -0.95 -0.73
H -4.26 -1.51 -0.99
H -3.20 2.13 -0.01
H -4.74 1.34 0.30
H -2.64 -2.36 -2.45
H 1.99 -3.42 -2.14
H 0.03 -1.28 1.34
H -0.12 0.76 1.76
H 2.69 -0.24 2.19
H 0.88 -2.45 2.30
H -1.17 -2.55 -0.33
H 2.23 -4.10 0.09
H -0.39 -2.82 -3.00
H 2.62 1.82 1.55
H 2.90 -2.01 0.77
H -2.08 -0.66 -2.58
H 1.63 2.92 2.51
H -2.94 -1.21 0.12

***

59
Properties=species:S:1:pos:R:3 method="wB97M-V/def2-TZVPD" mol_weight_da=953.234 spin_multiplicity=2 total_energy_ev=-266131.459 s_squared=0.755 homo_energy_ev="-8.1 / -8.1" homo_lumo_gap_ev="5.80 / 5.71" relative_energy_kj_mol=314.3 largest_force_ev_per_a=4.18
Pb -1.38 1.66 -1.54
Ag -5.33 0.64 -1.49
Br -1.82 2.79 3.95
Br -2.43 -0.20 4.85
Br 0.27 1.06 5.90
S -4.17 1.66 -4.05
O -3.30 0.48 -0.33
O -5.16 0.64 -3.63
O -4.79 2.93 -4.36
O -2.67 -3.90 2.95
O -1.04 -5.39 3.08
O -3.34 1.16 -5.12
O -3.28 1.86 -2.85
O 1.33 2.43 -1.66
O -1.73 -4.57 1.06
N 2.37 1.86 -1.01
C -1.78 -4.73 2.42
C 4.52 0.49 0.40
C 3.43 1.27 -1.84
C 1.34 2.51 1.14
C -2.74 0.35 0.96
C -3.55 -3.43 1.94
C 1.28 0.07 0.44
C -2.73 -3.61 0.67
C 4.72 1.15 -0.96
C 2.98 -0.04 -2.50
C 3.40 1.21 1.14
C -1.01 1.06 4.42
C 2.07 1.40 0.38
C 3.84 2.14 -3.05
C -3.54 -4.05 -0.52
H -2.18 -2.67 0.55
H -2.73 -0.70 1.27
H 0.48 0.02 -0.30
H 4.43 1.59 -3.78
H -2.93 -3.97 -1.42
H 5.44 0.62 0.96
H 5.47 0.73 -1.64
H -3.90 -2.40 1.97
H 2.03 0.08 -3.03
H 0.28 2.45 0.89
H -3.37 0.92 1.65
H 3.71 -0.46 -3.19
H 4.28 -0.55 0.15
H 1.76 3.51 1.06
H 3.00 -0.85 -1.77
H 1.39 2.19 2.18
H 3.70 2.05 1.77
H 2.94 2.56 -3.49
H 0.70 0.05 1.37
H -4.49 -3.99 1.87
H -1.74 0.79 1.06
H -3.93 -5.07 -0.45
H -0.45 0.78 3.54
H 5.16 2.12 -0.73
H 1.98 -0.76 0.35
H 4.38 3.04 -2.74
H 3.18 0.44 1.89
H -4.36 -3.36 -0.74

***

65
Properties=species:S:1:pos:R:3 method="wB97M-V/def2-TZVPD" total_charge=+1 mol_weight_da=1297.854 total_energy_ev=-256380.415 homo_energy_ev=-9.9 homo_lumo_gap_ev=5.73 relative_energy_kj_mol=0.0 largest_force_ev_per_a=1.48
Te 3.87 -2.81 -3.74
Te 4.95 -2.83 -1.28
Te 1.52 -3.98 -3.05
Te 3.02 -1.90 0.37
Tc 0.86 -3.12 -0.61
Br -7.42 -1.00 -0.78
As 1.93 -2.81 4.11
S 1.16 -4.63 0.75
S 4.44 -3.26 1.78
S 4.11 -2.47 3.67
S 1.74 -1.64 5.75
P 0.60 0.46 1.74
P 0.88 0.34 -1.29
O 0.30 0.72 0.15
O 1.10 -0.91 2.03
O -0.88 -2.94 -1.73
O 1.48 -1.04 -1.48
O -0.70 -1.87 0.13
N -0.90 0.74 2.34
N 1.68 1.58 2.22
N 2.08 1.42 -1.51
N -0.45 0.47 -2.22
C -5.58 -1.36 -0.82
C -1.75 1.87 1.94
C -1.46 -2.23 -0.82
C 1.37 3.01 2.15
C -1.16 0.29 3.71
C -0.32 0.02 -3.61
C -3.41 -1.11 0.17
C -1.54 1.42 -1.99
C 3.11 1.28 2.35
C -5.05 -2.13 -1.84
C 3.25 1.10 -2.35
C -4.77 -0.84 0.19
C 1.70 2.84 -1.57
C -3.70 -2.40 -1.86
C -2.88 -1.88 -0.86
H -1.24 -0.48 -3.91
H -2.19 -0.06 3.77
H 3.25 0.30 2.78
H -5.21 -0.24 0.98
H -0.50 -0.54 3.97
H 0.49 -0.70 -3.71
H 3.55 2.01 3.03
H -3.27 -3.02 -2.63
H -5.70 -2.54 -2.60
H -1.67 2.70 2.64
H -1.44 2.31 -2.62
H 1.85 3.48 1.28
H 2.49 3.45 -1.11
H -2.49 0.93 -2.24
H 4.14 1.57 -1.91
H 0.30 3.18 2.08
H -0.14 0.86 -4.29
H -2.79 1.54 1.94
H 1.74 3.51 3.05
H -2.76 -0.74 0.95
H -1.01 1.09 4.43
H 3.63 1.35 1.39
H 1.57 3.18 -2.60
H 3.41 0.03 -2.40
H -1.50 2.22 0.94
H -1.58 1.72 -0.95
H 0.78 3.02 -1.02
H 3.13 1.48 -3.37

***

53
Properties=species:S:1:pos:R:3 method="wB97M-V/def2-TZVPD" mol_weight_da=664.048 total_energy_ev=-157252.342 homo_energy_ev=-7.4 homo_lumo_gap_ev=8.00 relative_energy_kj_mol=0.6 largest_force_ev_per_a=0.15
I -1.86 -1.75 3.43
Ag -0.38 -1.27 0.10
As 0.37 -0.03 -1.94
As -1.94 1.65 -0.13
N 2.12 1.28 1.54
N 0.29 1.24 3.06
N 2.07 -1.67 0.82
N 2.92 -2.52 2.87
N 1.66 -0.58 2.85
C -3.33 1.94 -4.14
C 1.28 -0.96 -3.38
C 2.25 -1.60 2.09
C 3.74 -2.10 3.99
C -2.44 3.55 -0.04
C -2.34 1.32 -4.88
C -1.70 -2.41 1.35
C 3.34 -3.76 2.25
C -3.65 0.86 0.38
C 1.59 1.46 -1.68
C 1.37 0.70 2.39
C -1.24 0.76 -4.24
C -3.20 2.02 -2.76
C -2.10 1.48 -2.10
C -1.11 0.84 -2.85
H -3.84 1.09 1.43
H -1.67 4.14 -0.54
H 3.58 -4.47 3.03
H 3.41 -1.13 4.36
H -2.47 3.85 1.01
H -4.47 1.24 -0.23
H -2.75 -2.43 1.05
H 4.23 -3.63 1.61
H -4.19 2.37 -4.63
H 3.65 -2.83 4.80
H 2.16 -1.43 -2.94
H -3.40 3.76 -0.50
H -0.48 0.60 3.22
H -2.43 1.25 -5.96
H -3.57 -0.22 0.28
H 1.75 2.20 1.33
H 1.91 1.85 -2.65
H 0.64 -1.74 -3.79
H -0.49 0.27 -4.83
H 2.62 -2.40 0.41
H -0.03 2.12 2.68
H -3.98 2.52 -2.19
H 2.53 -4.17 1.64
H 1.60 -0.28 -4.16
H 4.79 -2.03 3.70
H 1.07 2.25 -1.13
H 1.11 -0.91 3.62
H -1.38 -3.44 1.48
H 2.43 1.12 -1.08

***

57
Properties=species:S:1:pos:R:3 method="wB97M-V/def2-TZVPD" total_charge=+1 mol_weight_da=663.691 spin_multiplicity=2 total_energy_ev=-106689.622 s_squared=0.756 homo_energy_ev="-10.3 / -10.3" homo_lumo_gap_ev="4.79 / 4.62" relative_energy_kj_mol=317.2 largest_force_ev_per_a=1.90
Ir 0.34 -0.44 0.61
Ge 1.42 2.46 2.34
Cl -0.80 1.99 -0.72
O -0.08 0.84 -5.43
O -1.79 1.05 -0.26
O -0.75 3.14 0.11
O 1.04 -0.54 -3.17
O 0.55 1.25 -0.55
O -0.37 -1.18 -1.63
O -0.90 2.29 -2.07
N 1.71 -2.02 -0.38
N -0.85 -2.14 0.79
N 1.12 -1.46 2.31
C -0.13 -0.64 -2.78
C -1.31 -0.21 -3.60
C 2.36 3.29 0.84
C 1.21 -3.35 -0.03
C -2.58 -0.50 -3.10
C -3.63 0.62 -4.92
C -1.22 0.51 -4.82
C -0.32 -3.31 0.01
C 0.49 3.80 3.43
C 0.08 0.97 2.14
C -3.73 -0.11 -3.75
C 2.80 1.57 3.45
C 0.25 -2.54 2.87
C -1.10 -2.40 2.22
C -2.39 0.93 -5.45
H 3.19 3.83 1.29
H 1.51 -4.11 -0.76
H 3.22 0.71 2.92
H 3.63 2.24 3.67
H 1.18 4.59 3.70
H -4.53 0.95 -5.42
H -2.29 1.50 -6.36
H 2.75 2.57 0.12
H -0.94 1.31 2.00
H -4.70 -0.35 -3.34
H -0.72 -4.24 0.42
H 1.28 -0.75 3.02
H -1.71 -3.28 2.38
H -0.69 -3.19 -1.00
H 2.72 -1.94 -0.34
H 2.40 1.22 4.41
H -0.32 4.25 2.85
H 0.69 -3.51 2.65
H -1.71 -1.82 0.33
H 0.07 3.38 4.34
H 1.64 -3.65 0.92
H 1.43 -1.78 -1.35
H 0.18 -2.47 3.95
H -1.63 -1.53 2.62
H 0.64 0.51 -4.86
H 0.14 0.57 3.16
H 2.05 -1.81 2.07
H 1.73 4.00 0.31
H -2.65 -1.03 -2.16